{"formula": "C49H52N5OPSTi", "method": "ωB97M-V/def2-TZVPD", "species": ["Ti", "C", "C", "C", "C", "C", "C", "C", "C", "C", "C", "C", "C", "N", "C", "C", "C", "C", "C", "N", "C", "C", "C", "C", "H", "H", "H", "H", "H", "H", "H", "H", "H", "H", "H", "H", "H", "H", "H", "H", "H", "H", "H", "H", "H", "H", "H", "H", "H", "H", "H", "H", "H", "O", "C", "C", "C", "C", "C", "C", "C", "P", "C", "C", "C", "C", "C", "C", "C", "C", "C", "C", "C", "C", "H", "H", "H", "H", "H", "H", "H", "H", "H", "H", "H", "H", "H", "H", "C", "N", "C", "C", "N", "C", "S", "C", "C", "C", "C", "C", "N", "H", "H", "H", "H", "H", "H", "H", "H", "H"], "positions_angstrom": [[0.5537, -0.4855, -0.0625], [-2.7997, 1.8532, 2.8172], [-1.3634, 2.2294, 3.3711], [-0.7725, 1.1927, 4.2729], [-0.4903, 2.9987, 2.3585], [-0.7886, 4.3771, 2.3639], [-0.0666, 5.2906, 1.6128], [1.0472, 4.8294, 0.8750], [1.3629, 3.4951, 0.8456], [2.5614, 3.0162, -0.0053], [3.7986, 2.6771, 0.8630], [3.0354, 4.1406, -0.9542], [0.5251, 2.5576, 1.5007], [0.8337, 1.1419, 1.3757], [1.5277, 0.6241, 2.3696], [2.0725, -0.6557, 2.2981], [2.7220, -1.3784, 3.2867], [3.1718, -2.5269, 2.6698], [2.8764, -2.4335, 1.2822], [2.0823, -1.3660, 1.0808], [3.4070, -3.3953, 0.2472], [2.9225, -4.8515, 0.5514], [3.1394, -2.9789, -1.1914], [4.9364, -3.5412, 0.3351], [-3.4101, 1.3021, 3.5426], [-2.7892, 1.2058, 1.9411], [-3.3204, 2.7562, 2.5933], [-1.6354, 2.9827, 4.1364], [-0.5190, 0.2467, 3.7630], [-1.4668, 0.8970, 5.0555], [0.1156, 1.5507, 4.7812], [-1.6030, 4.6928, 2.9975], [-0.3971, 6.2986, 1.6593], [1.6211, 5.5154, 0.2738], [2.2577, 2.2804, -0.6770], [4.0203, 3.5320, 1.4598], [4.6695, 2.4102, 0.2489], [3.6674, 1.8193, 1.5154], [3.4898, 5.0135, -0.4791], [2.2593, 4.5354, -1.5414], [3.7401, 3.6798, -1.6599], [1.8002, 1.2725, 3.2628], [2.8150, -1.1656, 4.3604], [3.6953, -3.3453, 3.1739], [1.8675, -4.9254, 0.8551], [3.4603, -5.2538, 1.4143], [3.0686, -5.4786, -0.3320], [3.6817, -3.7388, -1.8110], [2.1325, -2.9982, -1.4689], [3.5377, -2.0004, -1.4911], [5.2867, -3.8976, 1.2772], [5.4886, -2.6351, 0.0707], [5.1714, -4.2721, -0.4512], [2.1545, -0.1158, -1.4400], [1.1623, 0.5693, -1.6320], [0.7318, 1.5134, -2.6299], [1.5962, 2.2561, -3.4792], [1.0721, 3.3970, -4.1184], [-0.3049, 3.6885, -4.0183], [-1.0811, 2.9637, -3.1432], [-0.5553, 1.9233, -2.4353], [-1.4835, 0.9103, -1.2602], [-2.6810, 2.0468, -0.5989], [-4.0399, 1.7040, -0.5869], [-5.0162, 2.5629, -0.1258], [-4.6186, 3.8733, 0.1769], [-3.2389, 4.2277, 0.1182], [-2.3083, 3.3515, -0.3431], [-2.4449, -0.1903, -2.3140], [-3.1832, -1.2012, -1.6667], [-3.8528, -2.2282, -2.3448], [-3.8395, -2.2043, -3.7483], [-3.2425, -1.1024, -4.3744], [-2.4303, -0.1695, -3.7402], [2.6319, 1.9844, -3.5517], [1.7108, 4.0695, -4.6937], [-0.7347, 4.4374, -4.6922], [-2.1283, 3.2152, -3.0930], [-4.3659, 0.7164, -0.9061], [-6.0229, 2.1013, 0.1155], [-5.3689, 4.6004, 0.4433], [-2.9565, 5.2776, 0.3167], [-1.2741, 3.6658, -0.4884], [-3.2482, -1.2590, -0.5919], [-4.4082, -2.9157, -1.7979], [-4.3205, -3.0186, -4.2781], [-3.2800, -1.1183, -5.4910], [-1.8823, 0.5070, -4.3982], [-1.2525, -3.0883, 4.0095], [-0.9892, -3.5970, 2.6706], [-0.7513, -4.9117, 2.3708], [-0.5727, -5.0192, 1.0268], [-0.7894, -3.7329, 0.5036], [-1.0113, -2.8781, 1.5370], [-1.2471, -1.1933, 1.4894], [-0.5895, -3.4399, -0.8537], [-0.9555, -4.4295, -1.7773], [-0.7279, -4.2801, -3.1146], [-0.0788, -3.1663, -3.5422], [0.1360, -2.1559, -2.6735], [-0.1277, -2.2394, -1.3337], [-0.9631, -2.0169, 4.0487], [-0.6436, -3.6069, 4.6948], [-2.3310, -3.2159, 4.2536], [-0.6068, -5.6850, 3.1832], [-0.4076, -5.8944, 0.4385], [-1.4310, -5.3422, -1.3104], [-1.0541, -5.0031, -3.8323], [0.1220, -2.9920, -4.5952], [0.5239, -1.2424, -3.0170]], "atomic_forces_ev_per_a": [[0.202, 0.817, 0.383], [1.150, -0.830, 0.347], [-1.813, 0.615, 0.234], [0.663, -1.666, -0.272], [-0.472, 0.254, 0.426], [0.799, -0.339, -0.402], [0.297, -1.467, 0.111], [-1.167, 0.874, 0.465], [0.058, -1.371, -0.896], [0.848, 2.861, 1.295], [-0.478, -1.217, -0.784], [0.943, -0.723, 0.148], [-0.010, 0.005, 0.488], [0.188, -0.286, -0.342], [0.640, 0.848, 0.653], [-0.731, 0.195, -0.108], [0.176, -0.672, 0.789], [0.660, -0.583, 0.056], [-0.246, -0.636, 0.796], [0.147, 0.698, 0.278], [0.167, -0.371, 0.286], [-0.759, 0.463, 0.133], [1.810, -0.718, -0.525], [0.095, 0.435, -1.083], [0.355, 0.212, 0.248], [0.212, 0.158, -0.155], [-0.412, 0.618, -0.410], [0.240, 0.134, -0.607], [0.053, 0.320, 0.093], [-0.286, 0.224, 0.036], [0.238, 0.127, 0.044], [-0.068, 0.234, 0.005], [0.188, 0.865, -0.235], [0.013, 0.190, 0.214], [-0.374, -1.640, -0.527], [0.314, 0.629, 0.464], [-0.224, 0.332, -0.016], [-0.249, -0.087, 0.218], [0.271, -0.385, 0.191], [-1.333, 0.399, -0.868], [0.146, 0.329, 0.244], [-0.554, -0.893, -1.113], [-0.014, 0.195, -0.730], [-0.051, 0.429, -0.426], [0.183, 0.266, -0.337], [0.155, -0.033, -0.285], [0.151, -0.044, 0.197], [-0.601, 0.647, 0.221], [-1.555, -0.191, -0.310], [0.057, -0.279, 0.481], [0.177, -0.257, 0.698], [-0.209, 0.093, 0.129], [0.287, 0.017, 0.410], [-0.331, 0.012, 0.049], [0.090, -0.178, -0.798], [2.063, 0.885, -0.163], [-0.997, 0.796, 0.011], [0.209, -0.773, 0.193], [1.070, -0.112, -0.550], [-1.009, 0.765, -0.972], [-1.078, -0.433, 0.549], [0.293, -0.450, 0.207], [-1.267, -0.102, -1.038], [0.279, -0.883, 0.382], [-0.407, 0.065, 0.764], [0.728, -0.490, 0.141], [-2.138, 1.644, -0.299], [1.040, -0.330, 0.490], [-0.006, -0.763, -1.019], [-0.087, -0.475, -0.388], [1.227, 2.181, -1.570], [-0.099, 0.627, 1.251], [0.462, -1.385, -1.950], [-0.973, -0.407, 1.047], [0.324, 0.004, -0.094], [-0.098, -0.440, 0.029], [0.132, -0.071, 0.601], [-0.202, -0.056, 0.285], [0.197, 0.177, 0.215], [1.084, 1.193, -0.750], [0.070, 0.165, 0.266], [-0.189, -0.736, -0.055], [-0.178, -0.005, 0.291], [0.252, 0.325, 0.265], [-0.731, -1.336, 0.792], [-0.035, 0.345, -0.291], [0.078, 0.267, 1.014], [-0.072, 0.135, 0.656], [-1.033, 1.360, -0.511], [-0.183, 0.127, -0.429], [0.802, -1.710, 0.347], [-0.832, 0.270, 1.295], [0.728, -0.053, 0.416], [0.277, 0.489, 0.319], [-0.229, -0.045, -0.316], [-0.130, 0.991, -2.490], [-0.636, -1.335, 2.337], [-0.216, -0.825, 0.127], [-0.080, 0.789, -1.601], [-0.496, -0.338, 2.070], [0.300, -0.848, 0.801], [-0.342, -0.686, -0.099], [0.619, -0.766, 0.806], [0.787, 0.166, -0.114], [-0.392, 1.111, -1.281], [0.236, -0.063, -0.216], [0.461, 1.097, -1.101], [-0.094, -0.508, -0.116], [0.078, -0.144, 0.162], [0.398, 0.960, -0.319]], "total_charge": 2, "lumo_energy_ev": -6.552, "homo_ev": -12.6, "fmax_ev_per_a": 3.253, "orbital_gap_ev": 6.03, "multiplicity": 1, "relative_energy_kj_mol": 0.00}


{"formula": "C49H53Br2ClFN5O4PbSSiTe", "method": "ωB97M-V/def2-TZVPD", "species": ["Pb", "Br", "C", "C", "C", "N", "C", "C", "C", "C", "C", "Br", "C", "C", "N", "H", "H", "H", "H", "H", "H", "C", "Si", "C", "C", "N", "C", "C", "C", "C", "C", "C", "F", "H", "H", "H", "H", "H", "H", "H", "H", "H", "H", "H", "H", "H", "C", "C", "N", "C", "C", "C", "S", "N", "C", "O", "C", "C", "C", "C", "C", "C", "H", "H", "H", "H", "H", "H", "H", "H", "H", "H", "H", "H", "H", "H", "H", "C", "C", "C", "C", "Cl", "C", "C", "C", "O", "C", "C", "O", "O", "H", "H", "H", "H", "H", "H", "H", "H", "C", "C", "C", "C", "C", "C", "Te", "C", "C", "C", "H", "H", "H", "H", "H", "H", "H", "H", "H", "H", "H"], "positions_angstrom": [[-0.1500, -0.6029, 0.1058], [5.1202, 0.6317, 4.1437], [3.8366, 1.2029, 2.8814], [4.1255, 1.1700, 1.5348], [3.1270, 1.5749, 0.6587], [1.9134, 1.9624, 1.0463], [1.6509, 1.9913, 2.3600], [2.5960, 1.6295, 3.3146], [0.2681, 2.3657, 2.7782], [0.0010, 2.8320, 4.0627], [-1.3116, 3.0999, 4.3998], [-1.7186, 3.7466, 6.1273], [-2.3218, 2.8955, 3.4803], [-1.9471, 2.4546, 2.2201], [-0.6906, 2.2069, 1.8662], [5.0874, 0.8382, 1.1698], [3.3053, 1.5762, -0.4092], [2.3708, 1.6378, 4.3708], [0.7897, 3.0060, 4.7789], [-3.3590, 3.0771, 3.7226], [-2.7005, 2.2807, 1.4578], [-0.2122, -4.1326, 2.7332], [-0.1861, -2.2955, 3.1463], [-0.5926, -2.0739, 4.9740], [1.6025, -1.7101, 2.9574], [-1.1481, -1.3392, 2.0795], [-2.5268, -1.3623, 2.0764], [-3.3120, -2.1926, 2.9070], [-4.6956, -2.2070, 2.8629], [-5.3947, -1.3913, 1.9827], [-4.6661, -0.5542, 1.1516], [-3.2932, -0.5593, 1.2244], [-2.6288, 0.2868, 0.3597], [0.5609, -4.6665, 3.2946], [-0.0121, -4.2836, 1.6664], [-1.1717, -4.6066, 2.9572], [0.2712, -2.3695, 5.5774], [-1.4424, -2.6777, 5.3010], [-0.8205, -1.0285, 5.2033], [2.2891, -2.5527, 3.0862], [1.8559, -0.9546, 3.7049], [1.8165, -1.2886, 1.9700], [-2.8000, -2.8573, 3.5910], [-5.2330, -2.8770, 3.5235], [-6.4749, -1.4095, 1.9387], [-5.1419, 0.1034, 0.4336], [-3.5129, -4.7949, -2.7547], [-2.2819, -4.1520, -3.3899], [-1.0311, -4.4355, -2.6835], [-0.2930, -5.6436, -3.0683], [-0.6261, -6.8408, -2.1823], [-0.5701, -3.6634, -1.6783], [-1.6295, -2.4096, -1.1107], [0.5932, -4.0485, -1.1561], [1.5181, -3.3688, -0.5034], [1.6153, -2.1152, -0.3711], [2.6400, -4.1921, 0.0558], [3.7287, -3.5441, 0.6327], [4.8081, -4.2720, 1.1096], [4.7988, -5.6577, 1.0270], [3.7066, -6.3114, 0.4705], [2.6351, -5.5825, -0.0208], [-4.4095, -4.4491, -3.2731], [-3.5905, -4.5046, -1.7068], [-3.4797, -5.8829, -2.8187], [-2.4144, -3.0736, -3.4187], [-2.1587, -4.5050, -4.4145], [0.7690, -5.4296, -3.0010], [-0.5395, -5.8605, -4.1079], [-0.4582, -6.5857, -1.1351], [0.0138, -7.6857, -2.4450], [-1.6649, -7.1494, -2.2981], [3.7151, -2.4635, 0.6937], [5.6577, -3.7593, 1.5424], [5.6411, -6.2309, 1.3948], [3.6940, -7.3925, 0.4098], [1.7867, -6.0807, -0.4707], [1.1193, -2.3266, -6.5103], [-0.1100, -1.5305, -6.1471], [-1.0011, -1.1323, -7.1399], [-2.1390, -0.4164, -6.8151], [-3.2207, 0.0917, -8.0785], [-2.4335, -0.1053, -5.4985], [-1.5533, -0.4939, -4.5036], [-0.3931, -1.1850, -4.8235], [0.4498, -1.5972, -3.8098], [1.6720, -0.8962, -3.6850], [1.5866, 0.3987, -2.8775], [2.5823, 0.9337, -2.4446], [0.3498, 0.8446, -2.7294], [0.8801, -3.0766, -7.2643], [1.5215, -2.8333, -5.6354], [1.8924, -1.6762, -6.9257], [-0.8132, -1.3993, -8.1727], [-3.3311, 0.4478, -5.2565], [-1.7599, -0.2537, -3.4708], [2.0935, -0.6468, -4.6632], [2.3603, -1.5563, -3.1605], [-3.4985, 5.2074, -6.1318], [-2.6856, 4.5130, -5.0713], [-1.3716, 4.1365, -5.2969], [-0.5956, 3.5237, -4.3155], [0.8134, 3.1305, -4.6685], [-1.1691, 3.2710, -3.0625], [-0.0150, 2.4278, -1.4700], [-2.5067, 3.6214, -2.8207], [-3.1770, 3.3518, -1.4922], [-3.2405, 4.2389, -3.8253], [-2.9554, 5.2580, -7.0744], [-3.7398, 6.2247, -5.8181], [-4.4399, 4.6831, -6.3020], [-0.9272, 4.3297, -6.2684], [1.1871, 3.7331, -5.4954], [0.8398, 2.0840, -4.9818], [1.4885, 3.2396, -3.8188], [-3.0258, 2.3149, -1.1876], [-4.2465, 3.5476, -1.5576], [-2.7628, 3.9989, -0.7134], [-4.2720, 4.5141, -3.6281]], "atomic_forces_ev_per_a": [[0.090, 0.165, 0.545], [-0.038, 0.014, -0.027], [0.037, 0.011, 0.086], [0.036, 0.001, -0.084], [-0.061, 0.051, 0.000], [0.041, -0.056, 0.359], [0.157, -0.091, -0.102], [0.003, 0.038, 0.037], [-0.089, 0.077, -0.057], [0.052, 0.031, -0.005], [-0.025, -0.013, 0.059], [0.007, -0.021, -0.031], [0.006, 0.023, -0.031], [-0.024, 0.027, -0.042], [-0.037, -0.143, 0.036], [-0.031, 0.016, -0.014], [-0.016, -0.033, -0.039], [-0.047, -0.031, -0.015], [0.015, -0.011, 0.003], [0.017, -0.001, 0.004], [0.077, 0.076, 0.083], [-0.069, 0.025, -0.051], [0.436, -0.067, 0.198], [-0.150, -0.034, -0.036], [-0.112, -0.008, -0.102], [-0.062, 0.155, -0.186], [0.135, -0.157, 0.105], [0.051, 0.017, -0.065], [0.012, -0.018, 0.030], [0.032, -0.009, 0.040], [0.009, 0.082, -0.055], [-0.223, -0.077, 0.048], [0.075, -0.093, -0.140], [-0.021, 0.044, -0.007], [-0.019, -0.009, 0.057], [0.016, 0.043, -0.035], [-0.015, 0.002, -0.047], [0.052, 0.045, 0.024], [0.025, -0.027, -0.029], [-0.036, 0.046, 0.017], [-0.062, -0.032, -0.017], [0.109, -0.008, 0.072], [-0.058, 0.002, -0.019], [0.006, 0.018, -0.018], [0.018, 0.010, -0.003], [-0.006, -0.027, 0.022], [0.079, 0.033, -0.024], [-0.079, -0.061, 0.165], [0.091, 0.095, 0.040], [-0.032, -0.028, 0.101], [0.007, 0.062, -0.012], [-0.109, 0.128, -0.121], [-0.144, -0.268, -0.116], [0.115, -0.240, 0.082], [-0.144, -0.016, -0.127], [-0.213, -0.110, -0.117], [0.064, -0.015, 0.023], [-0.017, 0.053, -0.009], [-0.018, -0.023, 0.002], [-0.016, -0.016, 0.015], [-0.008, -0.001, -0.015], [-0.020, 0.011, 0.012], [0.018, -0.034, 0.017], [-0.019, -0.012, -0.016], [-0.008, 0.018, 0.006], [0.040, 0.031, -0.075], [0.040, 0.034, -0.011], [0.048, 0.019, -0.087], [0.002, 0.050, -0.011], [0.012, -0.024, -0.028], [-0.027, 0.011, 0.021], [0.019, -0.006, 0.003], [0.026, -0.029, -0.013], [-0.015, 0.002, 0.011], [-0.015, 0.020, 0.004], [0.008, 0.015, 0.006], [0.012, 0.017, -0.004], [-0.142, 0.075, 0.042], [0.088, -0.071, 0.029], [-0.034, 0.001, 0.004], [0.054, -0.043, 0.042], [-0.024, -0.005, -0.026], [-0.021, 0.063, -0.013], [-0.060, 0.020, 0.046], [0.021, 0.008, -0.193], [0.032, 0.045, 0.052], [-0.222, 0.036, 0.023], [-0.057, 0.125, 0.034], [-0.118, -0.118, -0.052], [0.290, -0.108, 0.380], [-0.001, 0.023, -0.009], [0.038, -0.028, -0.023], [0.041, -0.043, 0.022], [0.019, 0.033, 0.012], [0.014, -0.006, -0.002], [0.044, -0.046, 0.018], [0.056, 0.024, 0.013], [0.060, 0.044, 0.025], [0.058, -0.059, 0.097], [-0.053, -0.024, 0.024], [-0.035, 0.000, -0.051], [0.082, -0.017, 0.011], [-0.065, 0.003, 0.034], [0.105, 0.041, 0.226], [-0.212, 0.255, -1.110], [-0.114, -0.057, 0.141], [0.130, 0.080, -0.155], [0.052, -0.026, -0.018], [-0.020, 0.007, -0.003], [-0.010, 0.008, -0.040], [0.000, 0.013, -0.027], [0.005, -0.012, 0.030], [-0.011, 0.026, 0.011], [0.020, 0.003, 0.003], [0.032, -0.017, -0.003], [-0.019, 0.024, 0.056], [0.001, 0.023, 0.014], [-0.051, -0.067, 0.056], [0.019, -0.006, -0.010]], "lumo_energy_ev": -0.437, "homo_ev": -7.3, "fmax_ev_per_a": 1.159, "orbital_gap_ev": 6.87, "multiplicity": 1}